Entry from OMol25: a cluster of 7 separate species, C28H52Cl2N3O11P in total at a distorted geometry (ωB97M-V with the def2-TZVPD basis set).

- HOMO (alpha / beta): 0.0183 / -0.2352 Ha
- Strongest force on any atom: 3.7 eV/Å
- HOMO-LUMO gap (alpha / beta): 1.64 / 8.54 eV
- Electronic energy: -91205.1504 eV
- Lowest unoccupied orbital energy (alpha / beta): 2.13 / 2.14 eV

The geometry in ORCA input format:
```
! wB97M-V def2-TZVPD RIJCOSX def2/J DEFGRID3
* xyz -1 2
Cl 2.74140 -1.24590 -2.90435
Cl 2.52583 1.17531 -0.82958
P -3.10180 -0.55729 0.76643
O -1.43297 0.43420 -4.25330
O 3.75947 -0.74718 4.03525
O 6.84458 -2.29312 1.66839
O 2.34971 -1.97648 2.75314
O -1.10317 1.21266 -6.39738
O 1.22419 -6.37037 2.30832
O -1.69112 -0.21698 0.25504
O -0.66704 5.62179 1.11074
O 7.41166 -0.11608 1.39905
O 3.21331 -5.46360 1.96003
O 1.34462 6.23453 0.38771
N -4.16108 -1.11383 -0.46048
N -3.25300 -1.76410 1.87312
N -3.90580 0.86901 1.37729
C -0.96601 3.71762 -0.18999
C 0.50381 5.35470 0.49982
C 2.24536 0.46420 2.62442
C 6.61420 -1.20689 1.16158
C 1.19456 -0.67790 -2.27670
C -3.42306 1.38105 -6.97548
C -3.78548 -1.12932 -1.92249
C -5.61430 -1.17120 -0.36924
C 0.48990 3.90022 -0.02717
C -3.30864 1.35458 -5.43772
C 6.03562 0.47180 -0.47061
C 1.21390 0.01825 -0.94363
C -1.52711 4.48355 1.00748
C 1.42960 -4.34022 0.84026
C 2.71599 -3.91214 0.22990
C 3.87696 0.67690 4.36441
C -1.97277 1.88576 -7.32990
C -2.04363 -2.64480 1.98085
C 2.53958 1.27767 3.81291
C 6.97200 1.06497 0.56747
C 2.68971 -0.91127 3.17453
C -1.86971 0.89885 -5.28347
C 1.89188 -5.44938 1.79975
C -4.32013 1.94927 0.40570
C 3.83935 -4.45578 1.19834
C 5.44411 -0.73200 0.29477
C -3.78256 1.32539 2.73001
C -4.40478 -2.14052 2.70209
H 2.90246 -2.84459 0.11292
H -4.87160 2.78112 0.84387
H -3.93004 0.50271 3.42968
H -1.62609 -2.76572 0.98128
H 7.81117 1.52961 0.04976
H -2.74782 -1.11958 -2.25607
H 1.19426 0.36709 2.35266
H 4.96470 -1.54304 -0.25340
H 4.64747 -0.31806 0.91292
H -3.37087 2.40307 0.12098
H -6.01845 -0.27188 -0.83399
H -4.27486 -2.03393 -2.28346
H 0.27569 0.55780 -0.81421
H 5.21484 1.18030 -0.58225
H -4.29407 1.92887 -7.33512
H 4.19827 0.68885 5.40590
H -4.87948 1.51355 -0.42216
H 1.08434 4.03069 -0.93144
H 0.94291 -3.62556 1.50397
H 1.79446 1.10336 4.58913
H 0.55946 -1.55973 -2.19234
H 6.47308 0.27871 -1.45012
H -3.52970 0.34000 -7.28035
H 4.11953 -3.66376 1.89283
H 0.87621 0.08079 -2.99164
H 0.74612 -4.93804 0.23729
H -1.01009 2.63517 -0.06978
H -2.24923 -3.65264 2.34155
H 1.31042 -0.70176 -0.13099
H -6.00027 -2.10265 -0.78341
H -1.29693 -2.08598 2.54499
H -3.47685 2.34486 -5.01445
H 4.71467 1.07684 3.79310
H 4.66336 -4.75987 0.55286
H 2.48991 2.35412 3.64899
H -2.81105 1.72586 3.01963
H -4.12270 -2.81790 3.50811
H -4.94323 -1.34699 3.22025
H -1.73299 3.89684 1.90274
H -4.30763 -0.28038 -2.36380
H -1.82306 2.96264 -7.25221
H -4.40648 2.18384 2.97881
H 0.84010 3.23674 0.76356
H -4.11658 0.69060 -5.13043
H -1.82964 1.62481 -8.37848
H -1.33529 4.19006 -1.10022
H 6.43576 1.68965 1.28183
H 2.85280 0.73883 1.76203
H -5.91796 -1.05095 0.67067
H -2.55651 4.80110 0.84133
H -5.13772 -2.69472 2.11579
H 2.72806 -4.39668 -0.74640
*
```

Here is what Löwdin gives for the atomic charges, in e: atom 1 (Cl): 0.54, atom 2 (Cl): 0.63, atom 3 (P): 0.62, atom 4 (O): 0.10, atom 5 (O): 0.00, atom 6 (O): 0.09, atom 7 (O): 0.12, atom 8 (O): 0.01, atom 9 (O): 0.05, atom 10 (O): -0.32, atom 11 (O): 0.02, atom 12 (O): -0.01, atom 13 (O): 0.04, atom 14 (O): 0.08, atom 15 (N): -0.31, atom 16 (N): -0.30, atom 17 (N): -0.29, atom 18 (C): -0.20, atom 19 (C): -0.48, atom 20 (C): -0.11, atom 21 (C): -0.45, atom 22 (C): -0.67, atom 23 (C): -0.18, atom 24 (C): -0.11, atom 25 (C): -0.18, atom 26 (C): -0.13, atom 27 (C): -0.16, atom 28 (C): -0.17, atom 29 (C): -0.65, atom 30 (C): -0.20, atom 31 (C): -0.09, atom 32 (C): -0.16, atom 33 (C): -0.11, atom 34 (C): -0.18, atom 35 (C): -0.10, atom 36 (C): -0.19, atom 37 (C): -0.11, atom 38 (C): -0.44, atom 39 (C): -0.46, atom 40 (C): -0.45, atom 41 (C): -0.12, atom 42 (C): -0.14, atom 43 (C): -0.08, atom 44 (C): -0.19, atom 45 (C): -0.13, atom 46 (H): 0.08, atom 47 (H): 0.06, atom 48 (H): 0.05, atom 49 (H): 0.06, atom 50 (H): 0.12, atom 51 (H): 0.06, atom 52 (H): 0.13, atom 53 (H): 0.11, atom 54 (H): 0.09, atom 55 (H): 0.05, atom 56 (H): 0.05, atom 57 (H): 0.06, atom 58 (H): 0.05, atom 59 (H): 0.06, atom 60 (H): 0.10, atom 61 (H): 0.12, atom 62 (H): 0.04, atom 63 (H): 0.12, atom 64 (H): 0.10, atom 65 (H): 0.11, atom 66 (H): 0.08, atom 67 (H): 0.12, atom 68 (H): 0.11, atom 69 (H): 0.11, atom 70 (H): 0.05, atom 71 (H): 0.13, atom 72 (H): 0.10, atom 73 (H): 0.08, atom 74 (H): 0.06, atom 75 (H): 0.08, atom 76 (H): 0.07, atom 77 (H): 0.09, atom 78 (H): 0.11, atom 79 (H): 0.12, atom 80 (H): 0.11, atom 81 (H): 0.05, atom 82 (H): 0.08, atom 83 (H): 0.06, atom 84 (H): 0.11, atom 85 (H): 0.06, atom 86 (H): 0.11, atom 87 (H): 0.07, atom 88 (H): 0.11, atom 89 (H): 0.10, atom 90 (H): 0.11, atom 91 (H): 0.11, atom 92 (H): 0.12, atom 93 (H): 0.07, atom 94 (H): 0.06, atom 95 (H): 0.10, atom 96 (H): 0.07, atom 97 (H): 0.11